No. 1
The following is a quantum chemistry calculation of C5H12O as an isolated structure, from the OMol25 dataset.

The calculation puts the HOMO-LUMO gap (spin up / spin down) at 8.2 / 8.1 eV. For the max |F|, the calculation gives 0.0063 Eh/bohr. The lowest unoccupied orbital energy (spin up / spin down) is 0.9 / 0.8 eV.

Last column: natural (NBO) charge in e.
Positions of all 18 atoms, in Å:
H 3.372 1.323 0.096  0.182
H 2.955 -0.245 1.078  0.162
H -0.748 0.905 -1.179  0.213
C 2.730 0.477 0.298  -0.205
C -0.871 0.270 -0.292  -0.292
O 1.469 0.686 -0.008  -0.352
H -0.987 1.978 1.063  0.213
C -1.705 -0.957 -0.672  -0.597
H 2.496 -1.127 -0.983  -0.009
H -2.563 1.427 0.458  0.209
H -1.813 -1.633 0.186  0.202
H -1.715 0.494 1.706  0.202
H 0.642 -0.970 0.857  0.166
C 0.497 -0.161 0.140  0.115
C -1.576 1.093 0.798  -0.599
H -2.712 -0.659 -0.986  0.211
H 1.765 -1.385 -1.072  -0.035
H -1.237 -1.516 -1.488  0.217



No. 2
The following is a quantum chemistry calculation of H6O3Rb as an isolated structure, from the OMol25 dataset.

The calculation puts the HOMO-LUMO gap at 12.2 eV. The charge is +1. For the max |F|, the calculation gives 0.0089 Eh/bohr. The lowest unoccupied orbital energy is -3.6 eV.

Last column: natural (NBO) charge in e.
Positions of all 10 atoms, in Å:
O 1.541 -2.177 0.586  -0.961
H -2.071 2.322 -0.023  0.501
H 1.320 -1.925 -0.318  0.480
H -1.207 2.554 1.215  0.481
O -1.320 1.957 0.464  -0.979
Rb 0.081 -0.096 1.850  0.993
H 2.469 -1.925 0.697  0.484
H -0.761 0.377 -1.541  0.497
O -0.239 -0.306 -1.103  -0.979
H 0.188 -0.782 -1.828  0.484